Record 1
C28H29B2BiN9O8 | wB97M-V/def2-TZVPD

Orbital gap ... 0.250 hartree
Electronic energy ... -2443.708129 Eh
Relative energy (zero: lowest compared OMol25 entry of this formula, charge and spin) ... 0.0 kJ/mol
LUMO level ... 2.30 eV

ORCA input file:
```
! RIJCOSX wB97M-V def2-TZVPD def2/J DEFGRID3
* xyz -1 1
Bi 0.3224 0.2589 0.2018
O -0.2172 -0.8651 -3.9912
O -0.3463 2.1857 -0.6674
O 3.2099 1.6570 -1.2049
O 0.4367 -0.0009 -2.0651
O -2.2000 -1.6844 -0.7272
O -1.2562 2.9754 -2.5292
O 1.7688 -2.3086 1.8570
O 3.7534 1.1159 0.9711
N 2.3930 -4.2239 0.8079
N -2.9986 1.5492 0.6685
N -1.2658 -0.3695 2.6619
N 1.8778 -2.2329 -0.3999
N -2.4409 0.5890 -0.2194
N 0.2178 2.1040 2.0326
N 1.9487 -2.2752 -2.6899
N -2.2722 0.5159 2.8347
N -1.0166 2.6115 2.1453
C 6.7866 2.4090 -1.4342
C 4.8850 1.4833 0.3028
C 7.1609 1.9771 -0.1282
C 6.2024 1.5144 0.7665
C -4.4371 -0.9622 -0.7427
C -1.9444 -0.1103 -2.5614
C 2.5277 -4.9007 -0.3554
C -0.9036 3.8302 2.7144
C -2.9432 -1.3101 3.8389
C -1.6741 -1.4918 3.2469
C -2.2914 1.0564 -1.6016
C 2.4598 -4.2826 -1.5390
C -3.5624 1.7804 -2.1681
C -3.9291 2.4460 0.1530
C -3.0448 -0.7311 -0.1063
C -3.2611 0.0030 3.5711
C 4.5496 1.8335 -0.9852
C 5.4649 2.3190 -1.8918
C -0.4656 -0.3053 -2.9267
C -4.0259 -1.5732 -2.1260
C -1.2085 2.1703 -1.6041
C 1.1134 3.0147 2.3966
C 1.9802 -2.8615 0.7894
C -4.2571 2.5534 -1.1189
C -2.5183 -1.4877 -2.1031
C 2.0860 -2.9307 -1.5254
C 0.4194 4.1357 2.8673
C 2.5451 -4.9333 2.0866
B 2.6840 1.1664 -0.0132
B -2.3782 1.8213 2.0266
H 2.6591 -4.2122 2.8475
H -3.0478 -0.9795 0.9509
H 8.2009 2.0687 0.1689
H -4.2507 1.0454 -2.6171
H 7.6019 2.8118 -2.0290
H -4.2670 -2.6627 -2.1213
H -1.7821 4.4312 2.8935
H 0.8517 5.0451 3.2548
H -5.0430 -0.0331 -0.8167
H -2.4192 0.1921 -3.4998
H -4.5416 -1.0846 -2.9450
H 6.3990 1.3008 1.8172
H -4.9176 -1.7022 -0.1052
H -3.5319 -2.0041 4.3979
H 1.7674 -2.7647 -3.5303
H -3.1837 2.4875 2.6141
H -4.3511 3.0625 0.9691
H 2.1743 2.7170 2.3520
H -3.2450 2.3757 -3.0235
H 5.2337 2.6221 -2.8934
H -5.0552 3.2470 -1.4119
H -1.0471 -2.3577 3.2523
H 1.5150 -1.3693 -2.7152
H 3.4289 -5.5423 2.0300
H 2.6570 -4.8201 -2.4699
H 2.7754 -5.9383 -0.3007
H 1.6823 -5.5724 2.3059
H -2.1055 -2.2398 -2.7339
H -4.0930 0.6405 3.8436
*
```



Record 2
C3H3N3O | wB97M-V/def2-TZVPD

Orbital gap ... 0.344 hartree
Electronic energy ... -355.505467 Eh
Relative energy (zero: lowest compared OMol25 entry of this formula, charge and spin) ... 352.9 kJ/mol
SMILES ... Oc1cncnn1
LUMO level ... 0.25 eV

ORCA input file:
```
! RIJCOSX wB97M-V def2-TZVPD def2/J DEFGRID3
* xyz 0 1
O -0.3211 -0.4482 -2.0526
N 1.0651 0.2002 -0.6214
N 1.3114 0.4316 0.6641
N -0.8280 -0.1044 1.3477
C 0.5225 0.1367 1.6453
C -1.2674 -0.0697 0.2311
C -0.1797 -0.1626 -0.7962
H -2.4237 0.0886 -0.0231
H 0.9523 0.5350 2.7212
H -1.2518 -0.1564 -2.4897
*
```



Record 3
C2HNS | wB97M-V/def2-TZVPD

Orbital gap ... 0.303 hartree
Electronic energy ... -529.700491 Eh
Relative energy (zero: lowest compared OMol25 entry of this formula, charge and spin) ... 0.0 kJ/mol
SMILES ... N#CC=S
LUMO level ... -1.72 eV

ORCA input file:
```
! RIJCOSX wB97M-V def2-TZVPD def2/J DEFGRID3
* xyz 0 1
S 1.4575 -0.2357 1.1669
N -0.5460 1.2247 -1.5659
C -0.2992 0.4210 -0.7453
C 0.0804 -0.3781 0.4005
H -0.6927 -1.0320 0.7439
*
```



Record 4
C17H13N5O5ReS3 | wB97M-V/def2-TZVPD

Orbital gap ... 0.175 hartree
Electronic energy ... -2578.053667 Eh
Relative energy (zero: lowest compared OMol25 entry of this formula, charge and spin) ... 0.0 kJ/mol
LUMO level ... -5.90 eV

ORCA input file:
```
! RIJCOSX wB97M-V def2-TZVPD def2/J DEFGRID3
* xyz 1 1
Re -0.7151 1.3488 0.2303
S 3.0307 0.9197 -1.7843
S 0.5186 5.4084 1.9249
S 2.5223 0.2144 1.7449
O -1.1128 -1.0362 3.0605
O -1.2287 0.9819 2.2417
O -0.8831 -0.6592 0.9268
O 1.6686 0.3312 2.8860
O 3.6643 1.0596 1.5937
N 1.4791 0.5353 0.4842
N -1.0639 -0.2872 2.1460
N 4.0389 -5.3304 0.5100
N -0.3867 3.2168 0.5070
N 0.4867 1.2398 -1.3909
C 2.4568 -3.7787 1.4305
C 2.0997 -2.4869 1.7380
C -2.4007 1.5363 -0.4859
C 1.9911 1.4180 -3.0942
C -4.1557 1.0872 -2.1575
C -4.6520 2.1819 -0.0289
C -5.4943 1.1252 -2.4738
C 1.6420 0.8576 -0.7524
C -3.7165 1.6121 -0.9256
C 0.7056 1.5389 -2.7184
C -6.4085 1.6786 -1.5814
C -5.9867 2.2034 -0.3635
C 4.2344 -1.7038 0.9023
C 4.5986 -2.9974 0.6044
C 2.9837 -1.4496 1.4572
C 0.0245 4.1582 1.1393
C 3.7053 -4.0572 0.8415
H 3.4220 -6.0920 0.7173
H 1.1577 -2.2908 2.2263
H -7.4597 1.7018 -1.8353
H -5.8426 0.7206 -3.4141
H -3.4279 0.6607 -2.8351
H -0.1170 1.8554 -3.3395
H 4.9136 -0.8776 0.7363
H 5.5778 -3.2142 0.1968
H 1.7854 -4.5992 1.6508
H -4.2875 2.5811 0.9086
H 4.9416 -5.5419 0.1293
H -6.7112 2.6261 0.3190
H 2.4017 1.6032 -4.0727
*
```